(1)
DFT (ωB97M-V with the def2-TZVPD basis set) results for the molecule C7H17N.

Geometry as XYZ:
```
25
Properties=species:S:1:pos:R:3
C 1.043 0.087 2.883
C -0.388 0.673 2.795
N -0.907 0.937 1.474
C -1.009 -0.233 0.604
C -1.040 0.178 -0.862
C 0.287 -0.018 -1.639
C 0.829 -1.432 -1.592
C 0.092 0.489 -3.075
H 1.587 0.130 1.937
H 1.633 0.655 3.600
H 1.024 -0.946 3.228
H -1.071 -0.014 3.295
H -0.410 1.614 3.340
H -0.407 1.671 0.989
H -1.946 -0.737 0.834
H -0.215 -0.968 0.772
H -1.819 -0.405 -1.372
H -1.290 1.239 -0.956
H 0.948 0.695 -1.156
H 0.485 -1.970 -2.470
H 0.543 -1.952 -0.681
H 1.920 -1.482 -1.596
H 1.015 0.896 -3.491
H -0.695 1.230 -3.126
H -0.209 -0.336 -3.737
```

Calculated values
Orbital gap = 9.702 eV
Structure (SMILES) = CCNCCC(C)C
E_tot = -331.6416 Eh
Energy relative to the best compared isomer or geometry (same formula, charge and spin) = 18.42 kcal/mol
Highest occupied orbital energy = -0.3144 Ha
LUMO = 1.1 eV

Table of Mulliken atomic charges, one value per atom, all in e: C -0.984; C -0.511; N -0.390; C -0.401; C -1.321; C 1.051; C -1.296; C -1.493; H 0.250; H 0.332; H 0.286; H 0.290; H 0.411; H 0.251; H 0.240; H 0.250; H 0.364; H 0.456; H 0.137; H 0.378; H 0.336; H 0.276; H 0.366; H 0.392; H 0.327



(2)
DFT (ωB97M-V with the def2-TZVPD basis set) results for the ion C7H17N2S2 with charge +1.

Geometry as XYZ:
```
28
Properties=species:S:1:pos:R:3
C -2.659 1.443 -1.276
C -1.997 2.094 -0.079
S -0.253 2.285 -0.391
C 0.586 0.653 -0.071
C 1.924 0.768 0.590
S -0.572 -0.567 0.729
C 0.595 -1.640 1.757
C -0.168 -2.466 2.765
C 0.804 -0.105 -1.676
N 1.580 0.593 -2.486
N 0.350 -1.308 -1.893
H -1.857 1.397 -2.005
H -3.110 0.549 -0.928
H -3.456 2.139 -1.563
H -2.053 1.544 0.829
H -2.329 3.096 0.061
H 1.602 1.129 1.549
H 2.448 1.626 0.143
H 2.624 -0.149 0.487
H 1.170 -2.359 1.124
H 1.405 -0.985 2.080
H -0.531 -1.805 3.464
H -0.929 -3.082 2.330
H 0.541 -3.043 3.382
H 1.872 1.497 -1.967
H 1.751 0.301 -3.389
H 0.013 -1.643 -0.990
H 0.649 -1.963 -2.578
```

Calculated values
Orbital gap = 9.689 eV
Charge = +1
Structure (SMILES) = CCSC(C)(SCC)C(N)=[NH2+]
E_tot = -1182.5129 Eh
Energy relative to the best compared isomer or geometry (same formula, charge and spin) = 0.00 kcal/mol
Highest occupied orbital energy = -0.4600 Ha
LUMO = -2.8 eV

Table of Mulliken atomic charges, one value per atom, all in e: C -0.814; C -0.656; S 0.055; C 0.487; C -1.889; S -0.344; C -0.266; C -1.437; C 0.393; N -0.294; N -0.200; H 0.249; H 0.232; H 0.354; H 0.425; H 0.426; H 0.556; H 0.643; H 0.249; H 0.341; H 0.427; H 0.411; H 0.365; H 0.383; H 0.270; H 0.218; H 0.143; H 0.273



(3)
DFT (ωB97M-V with the def2-TZVPD basis set) results for a cluster of 3 separate species, C7H17NO in total.

Geometry as XYZ:
```
26
Properties=species:S:1:pos:R:3
C -0.355 0.454 0.494
C 1.547 -0.465 -1.317
C -2.679 0.179 0.598
C -0.134 1.919 0.714
C 2.370 0.742 -1.663
C 2.200 -1.442 -0.389
C -2.848 -1.174 1.210
N -0.509 -0.161 -0.662
O 0.127 -0.270 1.531
H -0.090 -1.200 1.368
H -0.798 0.503 -1.372
H 1.109 -0.943 -2.191
H -2.865 1.043 1.229
H -3.107 0.308 -0.390
H -0.852 2.536 0.177
H -0.259 2.189 1.763
H 0.852 2.299 0.452
H 1.806 1.450 -2.274
H 1.531 -2.267 -0.143
H 2.679 1.274 -0.758
H 3.285 0.468 -2.212
H 3.098 -1.893 -0.839
H 2.540 -0.956 0.532
H -2.342 -1.229 2.177
H -3.902 -1.423 1.403
H -2.408 -1.940 0.565
```

Calculated values
Orbital gap (spin up / spin down) = 7.239 / 7.970 eV
E_tot = -406.7355 Eh
Energy relative to the best compared isomer or geometry (same formula, charge and spin) = 122.25 kcal/mol
Highest occupied orbital energy (spin up / spin down) = -0.2326 / -0.2594 Ha
LUMO (spin up / spin down) = 0.9 / 0.9 eV

Table of Mulliken atomic charges, one value per atom, all in e: C 0.703; C 0.436; C -0.485; C -1.516; C -1.239; C -1.313; C -1.024; N -0.495; O -0.563; H 0.429; H 0.244; H 0.302; H 0.334; H 0.326; H 0.343; H 0.396; H 0.273; H 0.329; H 0.306; H 0.244; H 0.394; H 0.412; H 0.269; H 0.267; H 0.340; H 0.290



(4)
DFT (ωB97M-V with the def2-TZVPD basis set) results for the molecule C7H17NO2.

Geometry as XYZ:
```
27
Properties=species:S:1:pos:R:3
C 2.823 -0.965 -0.136
C 1.809 -1.645 0.769
C 0.569 -0.764 1.000
O 0.990 0.378 1.666
O -0.292 -1.532 1.825
N -0.032 -0.476 -0.281
C -0.982 0.603 -0.540
C -1.651 0.267 -1.879
C -2.096 0.759 0.517
C -0.215 1.923 -0.706
H 3.688 -1.608 -0.276
H 3.145 -0.029 0.312
H 2.377 -0.750 -1.103
H 1.471 -2.588 0.341
H 2.239 -1.844 1.749
H 0.227 0.917 1.906
H -1.049 -1.000 2.100
H -0.356 -1.349 -0.673
H -2.268 -0.625 -1.788
H -2.282 1.090 -2.205
H -0.892 0.088 -2.636
H -2.598 -0.193 0.685
H -1.721 1.139 1.467
H -2.837 1.469 0.156
H 0.343 2.183 0.188
H -0.906 2.731 -0.937
H 0.495 1.822 -1.521
```

Calculated values
Orbital gap = 9.598 eV
Structure (SMILES) = CCC(O)(O)NC(C)(C)C
E_tot = -482.1565 Eh
Energy relative to the best compared isomer or geometry (same formula, charge and spin) = 13.72 kcal/mol
Highest occupied orbital energy = -0.3294 Ha
LUMO = 0.6 eV

Table of Mulliken atomic charges, one value per atom, all in e: C -1.110; C -0.670; C 0.478; O -0.596; O -0.568; N -0.126; C 1.480; C -1.899; C -1.811; C -1.488; H 0.385; H 0.278; H 0.273; H 0.334; H 0.384; H 0.403; H 0.343; H 0.296; H 0.454; H 0.440; H 0.441; H 0.378; H 0.329; H 0.475; H 0.307; H 0.432; H 0.357



(5)
DFT (ωB97M-V with the def2-TZVPD basis set) results for a cluster of 2 separate species, C7H17NO3S in total.

Geometry as XYZ:
```
29
Properties=species:S:1:pos:R:3
C 2.210 -1.699 -0.092
C 1.285 1.597 -1.154
C -2.212 0.662 -0.185
C -1.894 -1.160 1.292
C 0.758 -1.631 0.494
C 0.517 0.280 -1.309
C -0.067 -0.525 -0.106
N -1.303 -0.423 0.243
O 0.261 0.261 2.579
O -0.480 2.363 1.395
O 2.023 1.965 2.104
S 0.896 1.178 1.600
H 2.550 -0.650 -0.210
H 2.222 -2.176 -0.996
H 2.651 -2.344 0.676
H 2.272 1.670 -0.713
H 0.717 2.256 -0.473
H 1.360 2.203 -2.181
H -3.304 0.413 -0.361
H -2.159 1.344 0.590
H -1.703 1.140 -0.979
H -1.581 -0.769 2.235
H -2.998 -1.252 1.115
H -1.444 -2.147 1.272
H 0.728 -1.582 1.530
H 0.275 -2.628 0.420
H -0.502 0.302 -1.917
H 1.057 -0.454 -1.892
H -0.071 3.267 1.277
```

Calculated values
Orbital gap = 8.630 eV
E_tot = -955.4603 Eh
Energy relative to the best compared isomer or geometry (same formula, charge and spin) = 55.97 kcal/mol
Highest occupied orbital energy = -0.3016 Ha
LUMO = 0.4 eV

Table of Mulliken atomic charges, one value per atom, all in e: C -1.411; C -1.260; C -1.170; C -0.901; C -0.692; C -1.214; C 0.809; N 0.139; O -0.661; O -0.646; O -0.710; S 0.982; H 0.282; H 0.429; H 0.404; H 0.346; H 0.294; H 0.307; H 0.271; H 0.541; H 0.376; H 0.325; H 0.303; H 0.351; H 0.759; H 0.447; H 0.558; H 0.441; H 0.300



(6)
DFT (ωB97M-V with the def2-TZVPD basis set) results for a structure of composition C7H18AlN5O8PS.

Geometry as XYZ:
```
41
Properties=species:S:1:pos:R:3
C 3.603 -0.921 -0.724
C 2.773 0.189 -0.119
O 2.729 0.288 1.101
N 2.033 1.110 -0.908
C 2.621 1.493 -2.131
C 2.503 2.970 -2.449
O 3.167 0.754 -2.929
Al 0.157 0.822 -0.979
C -0.303 -0.140 -2.686
O -1.620 0.294 -3.136
N -2.316 -0.645 -3.911
O -1.654 -1.237 -4.675
P -0.834 2.972 -0.836
N -2.483 2.878 -1.291
O -0.855 3.315 0.827
S -0.724 -0.427 0.779
C -2.446 0.067 0.860
O -0.166 -0.105 2.090
O -0.745 -1.872 0.492
H 3.400 -1.124 -1.763
H 4.646 -0.610 -0.664
H 3.515 -1.797 -0.094
H 2.035 3.505 -1.634
H 1.815 3.051 -3.287
H 3.472 3.374 -2.711
H 0.458 0.066 -3.435
H -0.317 -1.209 -2.485
H -2.873 1.948 -1.305
H -2.657 3.360 -2.153
H -0.138 2.807 1.221
H -2.977 -0.589 1.541
H -2.891 0.057 -0.132
H -2.461 1.086 1.237
C -1.813 -3.214 4.406
O -3.007 -3.220 4.143
N -0.857 -2.808 3.537
N -1.349 -3.630 5.637
H 0.120 -2.799 3.752
H -1.147 -2.492 2.624
H -2.030 -3.934 6.304
H -0.380 -3.635 5.887
```

Calculated values
Orbital gap = 7.267 eV
Charge = -1
E_tot = -2135.3193 Eh
Highest occupied orbital energy = -0.1657 Ha
LUMO = 2.8 eV

Table of Mulliken atomic charges, one value per atom, all in e: C -1.202; C 0.542; O -0.579; N 0.610; C 0.404; C -1.077; O -0.598; Al -0.649; C -0.772; O -0.110; N 0.200; O -0.305; P 0.173; N -0.536; O -0.514; S 1.083; C -0.839; O -0.621; O -0.799; H 0.372; H 0.346; H 0.309; H 0.246; H 0.253; H 0.388; H 0.461; H 0.466; H 0.227; H 0.283; H 0.330; H 0.417; H 0.157; H 0.325; C 0.623; O -0.674; N -0.218; N -0.391; H 0.153; H 0.142; H 0.219; H 0.154



(7)
DFT (ωB97M-V with the def2-TZVPD basis set) results for a cluster of 2 separate species, C7H18B2N3S2 in total.

Geometry as XYZ:
```
32
Properties=species:S:1:pos:R:3
B 1.801 0.279 0.089
B -2.182 0.439 0.218
C 4.129 0.032 0.257
C 3.501 -1.329 -0.078
C -0.228 1.172 -1.269
C 0.353 0.961 0.118
C 3.308 2.312 0.668
C 1.237 -2.197 -0.464
C -4.908 -0.882 0.513
N 3.003 0.945 0.355
N 2.079 -1.064 -0.204
N -5.927 0.100 0.953
S -2.070 1.427 -1.214
S -0.828 -0.087 1.149
H 4.681 0.006 1.203
H 4.819 0.367 -0.526
H 3.897 -1.744 -1.014
H 3.679 -2.067 0.714
H 0.198 2.059 -1.736
H -0.067 0.313 -1.920
H 0.365 1.912 0.657
H 3.772 2.389 1.656
H 4.003 2.729 -0.067
H 2.398 2.908 0.662
H 0.245 -1.870 -0.771
H 1.665 -2.811 -1.263
H 1.133 -2.827 0.429
H -5.103 -1.247 -0.483
H -4.749 -1.655 1.246
H -5.961 0.872 0.281
H -5.660 0.470 1.871
H -6.877 -0.304 1.034
```

Calculated values
Orbital gap (spin up / spin down) = 5.973 / 6.160 eV
Charge = +1
E_tot = -1287.6187 Eh
Energy relative to the best compared isomer or geometry (same formula, charge and spin) = 35.67 kcal/mol
Highest occupied orbital energy (spin up / spin down) = -0.3837 / -0.3836 Ha
LUMO (spin up / spin down) = -4.5 / -4.3 eV

Table of Mulliken atomic charges, one value per atom, all in e: B 0.500; B 0.383; C -0.668; C -0.665; C -0.660; C -0.277; C -0.960; C -1.035; C -0.918; N -0.160; N -0.213; N -0.317; S -0.163; S -0.120; H 0.336; H 0.355; H 0.334; H 0.328; H 0.389; H 0.350; H 0.508; H 0.312; H 0.308; H 0.320; H 0.390; H 0.303; H 0.288; H 0.343; H 0.354; H 0.345; H 0.355; H 0.353



(8)
DFT (ωB97M-V with the def2-TZVPD basis set) results for a structure of composition C7H18ClI2OP2Tc.

Geometry as XYZ:
```
32
Properties=species:S:1:pos:R:3
I 0.008 -1.473 -3.458
I 0.007 1.247 -3.860
Tc -0.002 0.163 0.800
P -2.180 0.073 0.116
C -2.881 -0.074 -1.556
C -3.112 -1.118 1.141
H -4.200 -0.976 1.197
H -3.832 1.694 0.965
H -2.761 -1.061 2.174
H -2.227 1.893 1.687
H -2.521 -1.020 -2.012
H -2.929 -2.128 0.767
C -2.762 1.688 0.751
H -3.985 -0.066 -1.451
H -2.553 2.463 0.014
H -2.504 0.774 -2.155
P 2.180 0.062 0.133
C 2.893 -0.087 -1.535
C 2.768 1.673 0.772
H 2.739 -1.079 2.194
H 4.185 -0.999 1.228
H 2.913 -2.145 0.786
C 3.098 -1.136 1.163
H 2.227 1.881 1.704
H 3.836 1.673 0.994
H 3.995 -0.083 -1.420
H 2.523 0.764 -2.135
H 2.568 2.449 0.034
H 2.532 -1.030 -1.993
Cl -0.011 0.397 3.055
O -0.006 -2.746 -0.295
C -0.005 -1.674 0.194
```

Calculated values
Orbital gap (spin up / spin down) = 6.053 / 4.965 eV
Spin multiplicity = 4
Charge = +3
E_tot = -2170.6818 Eh
Energy relative to the best compared isomer or geometry (same formula, charge and spin) = 0.00 kcal/mol
Highest occupied orbital energy (spin up / spin down) = -0.7177 / -0.7439 Ha
⟨S²⟩ = 3.775
LUMO (spin up / spin down) = -13.5 / -15.3 eV

Table of Mulliken atomic charges, one value per atom, all in e: I 0.449; I 0.498; Tc -0.235; P 1.152; C -0.783; C -1.256; H 0.447; H 0.414; H 0.383; H 0.425; H 0.183; H 0.419; C -1.201; H 0.438; H 0.386; H 0.144; P 1.153; C -0.787; C -1.202; H 0.383; H 0.447; H 0.419; C -1.255; H 0.425; H 0.414; H 0.438; H 0.150; H 0.386; H 0.183; Cl -0.215; O -0.299; C 0.496



(9)
DFT (ωB97M-V with the def2-TZVPD basis set) results for a cluster of 2 separate species, C7H18N2 in total.

Geometry as XYZ:
```
27
Properties=species:S:1:pos:R:3
C 3.050 0.373 -0.551
C 2.815 -0.861 1.483
N 2.208 0.099 0.591
C -2.602 -0.433 -0.555
C -3.200 -0.137 -1.711
H -2.952 -1.264 0.040
H 3.733 -0.440 1.901
H 3.977 0.840 -0.216
H 3.313 -0.526 -1.125
H 2.536 1.063 -1.216
H 2.128 -1.071 2.301
H 3.075 -1.816 0.993
H -2.886 0.670 -2.353
H -4.004 -0.752 -2.066
C -1.495 0.343 1.431
C -0.347 -0.864 -0.310
C -1.019 1.422 -0.642
N -1.399 0.150 -0.021
H -1.809 -0.585 1.908
H -2.214 1.128 1.667
H -0.509 0.608 1.805
H -0.083 1.751 -0.193
H -0.622 -1.800 0.187
H -0.322 -1.039 -1.389
H 1.276 -0.295 0.245
H -0.850 1.268 -1.706
H -1.799 2.167 -0.498
```

Calculated values
Orbital gap = 7.325 eV
E_tot = -386.8575 Eh
Energy relative to the best compared isomer or geometry (same formula, charge and spin) = 107.96 kcal/mol
Highest occupied orbital energy = -0.2414 Ha
LUMO = 0.8 eV

Table of Mulliken atomic charges, one value per atom, all in e: C -0.978; C -0.976; N -0.270; C 0.078; C -0.875; H 0.279; H 0.351; H 0.365; H 0.312; H 0.248; H 0.255; H 0.314; H 0.242; H 0.267; C -0.918; C -1.373; C -1.167; N 0.544; H 0.336; H 0.351; H 0.363; H 0.445; H 0.347; H 0.337; H 0.404; H 0.372; H 0.345



- Which of these has the lowest E_tot?
  C7H18ClI2OP2Tc



What did the third record say?
DFT (ωB97M-V with the def2-TZVPD basis set) results for a cluster of 3 separate species, C7H17NO in total.

Geometry as XYZ:
```
26
Properties=species:S:1:pos:R:3
C -0.355 0.454 0.494
C 1.547 -0.465 -1.317
C -2.679 0.179 0.598
C -0.134 1.919 0.714
C 2.370 0.742 -1.663
C 2.200 -1.442 -0.389
C -2.848 -1.174 1.210
N -0.509 -0.161 -0.662
O 0.127 -0.270 1.531
H -0.090 -1.200 1.368
H -0.798 0.503 -1.372
H 1.109 -0.943 -2.191
H -2.865 1.043 1.229
H -3.107 0.308 -0.390
H -0.852 2.536 0.177
H -0.259 2.189 1.763
H 0.852 2.299 0.452
H 1.806 1.450 -2.274
H 1.531 -2.267 -0.143
H 2.679 1.274 -0.758
H 3.285 0.468 -2.212
H 3.098 -1.893 -0.839
H 2.540 -0.956 0.532
H -2.342 -1.229 2.177
H -3.902 -1.423 1.403
H -2.408 -1.940 0.565
```

Calculated values
Orbital gap (spin up / spin down) = 7.239 / 7.970 eV
E_tot = -406.7355 Eh
Energy relative to the best compared isomer or geometry (same formula, charge and spin) = 122.25 kcal/mol
Highest occupied orbital energy (spin up / spin down) = -0.2326 / -0.2594 Ha
LUMO (spin up / spin down) = 0.9 / 0.9 eV

Table of Mulliken atomic charges, one value per atom, all in e: C 0.703; C 0.436; C -0.485; C -1.516; C -1.239; C -1.313; C -1.024; N -0.495; O -0.563; H 0.429; H 0.244; H 0.302; H 0.334; H 0.326; H 0.343; H 0.396; H 0.273; H 0.329; H 0.306; H 0.244; H 0.394; H 0.412; H 0.269; H 0.267; H 0.340; H 0.290